1.
133
Properties=species:S:1:pos:R:3:forces:R:3 method="wB97M-V/def2-TZVPD" total_energy_ev=-364147.86849 s2=0.75 mol_weight_g_mol=1177.55 spin_multiplicity=2 gap_ev="2.24 / 8.08" fmax_ha_per_bohr=0.08215 total_charge=-1
C 23.140200 -17.152340 28.669780 0.24 0.04 0.77
C 21.849580 -16.393690 29.113040 0.74 -0.30 -1.52
O 20.731620 -17.212860 28.755950 -0.71 -0.16 0.35
C 19.494990 -16.708040 28.940050 -0.54 1.65 -0.77
O 19.221870 -15.563530 29.252980 0.58 -1.04 0.27
O 18.618500 -17.619940 28.547910 -0.83 -0.72 0.11
C 17.183060 -17.493050 28.704750 -0.73 0.07 0.28
H 23.165570 -18.241480 28.634800 -0.77 -0.05 0.62
H 23.934120 -16.864450 29.358910 0.18 0.07 -0.08
H 23.483130 -16.925400 27.660330 -0.32 0.61 -0.02
H 21.887650 -15.505440 28.482430 -0.57 0.25 0.10
H 21.755320 -16.035400 30.138150 0.32 -0.52 0.12
H 16.739020 -16.499200 28.761210 0.90 0.40 -0.32
H 16.793360 -17.971360 29.603340 0.76 -0.23 0.34
H 16.665560 -18.028980 27.909090 0.71 0.06 -0.37
C 19.754610 -26.004090 25.489470 -0.97 0.17 0.56
C 18.710300 -25.711850 24.408340 1.40 -1.60 0.01
O 19.426400 -25.091620 23.361430 0.63 1.78 -1.77
C 19.265640 -23.797330 23.097420 -1.98 2.39 2.42
O 18.448070 -23.067740 23.704280 2.05 -1.84 -1.96
O 20.162810 -23.376510 22.192970 -0.68 -0.18 -0.38
C 20.079140 -21.999490 21.765790 0.72 0.80 0.33
H 19.238290 -26.621750 26.224330 0.26 -0.08 0.26
H 20.080740 -25.086180 25.978540 -0.07 0.10 0.04
H 20.638850 -26.540120 25.144670 -0.22 -0.01 -0.35
H 17.794030 -25.240530 24.763860 0.31 0.36 -0.27
H 18.528830 -26.647970 23.880270 -0.84 -0.30 0.61
H 19.864150 -21.329720 22.598430 -0.16 -0.25 0.09
H 19.423160 -21.743340 20.933820 -0.61 -0.86 0.17
H 21.061770 -21.723370 21.383290 0.20 -0.38 0.26
C 14.636590 -23.460760 27.378510 -0.02 1.11 0.04
C 15.335220 -23.741680 26.084800 0.66 -2.06 0.31
O 15.058100 -22.826420 25.031530 -1.15 0.45 -0.76
C 13.820980 -22.858570 24.461300 0.59 0.81 0.96
O 12.960020 -23.694490 24.656240 0.99 1.25 -0.79
O 13.740380 -21.672890 23.725940 -1.11 -0.99 -0.42
C 12.436180 -21.504690 23.050420 -0.47 -1.28 1.62
H 13.572650 -23.308320 27.197120 -0.03 0.00 0.31
H 15.136270 -22.561300 27.738220 -0.52 0.35 0.27
H 14.809500 -24.183600 28.175810 -0.02 -0.39 -0.40
H 15.171980 -24.768590 25.757810 -0.49 -0.05 -0.36
H 16.404410 -23.734580 26.296680 0.14 0.66 -0.44
H 12.108230 -20.507450 22.757060 1.38 0.23 -0.17
H 11.703110 -21.744070 23.820740 -0.19 -0.28 -0.06
H 12.296830 -22.246610 22.264140 0.30 0.25 -0.15
C 18.353030 -25.370360 29.067600 -0.26 1.43 -0.83
C 18.274770 -26.347580 30.178490 -0.25 -0.14 -1.72
O 17.525470 -27.512060 29.654570 0.04 -0.34 1.25
C 16.190580 -27.502390 29.551510 -0.34 3.61 -0.43
O 15.463930 -26.495930 29.623360 1.40 -2.31 0.46
O 15.809240 -28.702850 29.187130 -0.53 -1.47 -0.01
C 14.413180 -29.040660 29.279630 -0.19 0.90 0.31
H 18.574810 -25.768950 28.077620 -0.03 -0.55 0.21
H 19.157520 -24.655130 29.238880 -0.19 0.25 0.23
H 17.414460 -24.822440 28.984140 0.20 0.18 -0.08
H 17.808500 -25.850310 31.029030 -0.03 -0.66 0.22
H 19.312340 -26.653900 30.311540 -0.45 -0.79 0.76
H 14.177570 -29.341450 30.300470 0.23 -0.41 -0.02
H 14.183610 -29.820820 28.553850 0.25 0.13 0.15
H 13.797410 -28.154020 29.128620 0.12 0.01 -0.43
C 16.687170 -19.452740 22.885680 0.52 0.44 0.89
C 16.144850 -19.872090 21.566880 -1.27 0.26 -0.08
O 16.761360 -19.041750 20.562330 0.76 -1.36 -2.12
C 16.763290 -19.514260 19.294000 -1.62 -0.22 -2.09
O 16.268540 -20.570400 18.831980 2.00 3.27 1.78
O 17.261350 -18.449610 18.499820 -0.29 -1.37 1.10
C 17.414680 -18.582520 17.079830 0.94 0.49 0.12
H 17.772390 -19.549970 22.916430 -0.04 -0.91 0.07
H 16.179840 -20.002530 23.678430 0.38 -0.30 0.04
H 16.653770 -18.409370 23.199300 -0.85 0.34 -0.63
H 15.077350 -19.715090 21.412330 -0.25 0.34 0.47
H 16.199320 -20.954150 21.447340 0.93 0.05 -0.50
H 18.014150 -19.451320 16.807950 -1.10 -0.70 -0.08
H 18.109240 -17.827480 16.711570 0.19 0.65 0.86
H 16.523980 -18.286020 16.525900 -0.38 -1.11 0.15
C 22.217650 -20.902530 29.243740 -0.72 -1.71 -0.73
C 22.272850 -22.527640 29.078950 -1.01 2.98 1.18
O 23.613640 -23.060040 29.316530 0.09 -0.26 0.49
C 24.070920 -23.255400 30.588010 -1.79 -0.13 1.60
O 23.474150 -22.941250 31.626300 1.40 -0.59 -2.33
O 25.243200 -23.925760 30.533580 -0.23 -0.32 -0.20
C 25.796870 -24.648520 31.695280 0.04 1.98 -0.21
H 21.207590 -20.494000 29.212340 -0.61 -0.87 0.34
H 22.521630 -20.442750 28.303370 1.22 0.05 0.31
H 22.598920 -20.526170 30.193000 0.65 -0.13 -0.36
H 21.863710 -22.750810 28.093610 1.16 -0.23 -0.37
H 21.483430 -22.958890 29.694530 0.60 -0.23 0.77
H 26.786050 -24.219420 31.854940 0.16 -0.12 -0.32
H 25.916300 -25.710550 31.480960 -0.59 0.19 -0.02
H 25.269470 -24.344300 32.599390 -0.50 -0.64 -0.16
C 21.127300 -23.067700 34.096470 1.99 -1.07 1.44
C 21.034100 -21.893880 33.215590 1.18 -0.84 -1.05
O 20.058250 -21.097640 33.804710 -2.03 1.44 -0.74
C 19.199450 -20.348790 33.077710 -0.81 2.41 -0.03
O 18.437340 -19.557730 33.643750 1.41 -1.93 -1.52
O 19.377500 -20.481480 31.729640 0.49 -0.11 0.65
C 18.742340 -19.650840 30.719280 -1.32 -0.03 0.74
H 20.223900 -23.616310 34.362910 0.04 0.25 -0.19
H 21.667930 -22.686830 34.962930 -0.88 0.02 0.95
H 21.944630 -23.731490 33.814570 -0.41 -0.46 -0.91
H 20.919960 -22.189490 32.172670 -0.65 0.47 0.04
H 21.998590 -21.391770 33.291320 -0.01 0.31 -0.29
H 19.288840 -19.599200 29.777590 0.62 -0.28 0.66
H 18.502010 -18.654680 31.090790 0.42 0.01 0.29
H 17.790460 -20.101560 30.438450 0.02 -0.22 0.18
C 21.259560 -15.329510 23.096970 -2.15 0.34 0.94
O 21.548060 -14.845630 22.023140 0.79 -0.31 -0.03
N 21.862890 -15.272390 24.284910 3.43 1.20 1.01
C 21.187600 -15.554850 25.560390 -0.12 -0.03 -0.75
C 23.257300 -14.620880 24.375810 -2.00 -0.70 -0.05
H 20.287310 -15.772340 23.363110 -0.47 -0.43 -1.04
H 21.782580 -16.244710 26.158890 0.04 0.18 0.08
H 20.220510 -16.034930 25.410850 0.16 -0.17 -0.35
H 20.943850 -14.632440 26.087500 0.42 0.16 0.19
H 23.162550 -13.628950 24.817620 -0.04 0.06 0.00
H 23.897330 -15.224830 25.019000 -0.02 -0.09 -0.16
H 23.645430 -14.527320 23.361560 -0.02 -0.13 0.16
Br 19.220290 -18.619530 25.204840 0.56 1.60 -1.15
C 19.361350 -20.069040 26.515090 -2.26 -2.85 1.08
C 18.002760 -20.753120 26.601330 1.00 3.13 -2.56
Br 17.984450 -22.012270 28.194120 -0.08 -2.16 2.57
H 19.656130 -19.680000 27.489700 0.19 0.28 -0.38
H 20.018270 -20.859510 26.152170 0.46 0.55 -0.07
H 17.734570 -21.204310 25.646030 0.21 -0.52 0.11
H 17.199540 -20.045470 26.806700 0.07 0.03 0.34
Br 22.139430 -22.288160 25.144160 0.45 -0.51 -0.26
C 23.299830 -23.890050 24.989510 -0.26 0.78 -0.08
C 23.879010 -24.213020 26.327640 1.24 -0.76 0.83
Br 24.987450 -25.771340 25.874370 0.35 -0.45 0.30
H 24.186130 -23.706530 24.382140 -0.36 0.69 -0.25
H 22.755490 -24.656800 24.438260 -0.30 -0.03 0.67
H 23.397610 -24.497440 27.263290 -1.03 -0.07 -0.74
H 24.607270 -23.490000 26.695040 -0.11 0.30 -0.53


2.
114
Properties=species:S:1:pos:R:3:forces:R:3 method="wB97M-V/def2-TZVPD" total_energy_ev=-69162.56411 mol_weight_g_mol=644.11 gap_ev=6.94 fmax_ha_per_bohr=0.04680 total_charge=+1
C 8.832387 -3.058720 2.695763 -0.35 1.51 -0.54
C 9.500996 -2.874192 1.284911 0.74 -0.74 -0.14
C 8.854395 -3.717705 0.117728 0.07 -0.61 0.56
C 7.325080 -4.046900 0.278280 0.02 0.22 -1.14
C 6.387570 -2.804476 0.516217 0.43 -0.70 -0.28
C 6.830952 -1.491501 -0.212171 -0.92 0.57 1.19
C 5.752507 -0.369902 0.166695 0.43 -0.62 -0.69
C 4.850960 -0.119733 -1.089908 0.36 -0.55 1.20
N 4.085514 1.161251 -1.010857 -1.34 -0.67 -1.88
C 4.846177 2.304927 -1.564519 1.36 0.80 0.60
C 5.728757 3.020492 -0.463087 -0.57 0.31 -0.47
C 4.942639 3.342845 0.860941 0.68 0.25 0.68
C 5.529649 2.645554 2.145854 -0.30 0.68 0.28
C 7.047394 2.991166 2.409043 -0.14 -1.02 0.48
C 7.985540 1.703022 2.373836 0.51 0.82 -0.45
C 8.947623 1.678396 1.127458 0.43 -0.53 0.33
C 10.314969 0.927316 1.421548 -0.43 0.12 -0.12
C 2.917897 0.922849 -1.857056 -0.20 0.39 -0.63
S 2.897164 1.051256 -3.510776 -0.17 0.05 1.51
S 1.410688 0.436603 -0.939811 0.61 1.02 -0.08
C 0.018238 1.307472 -1.819366 -0.41 -0.91 -0.30
C -1.246970 1.262841 -0.848197 1.08 -1.02 -0.75
C -2.373650 0.508560 -1.635774 -0.02 0.30 0.78
C -3.698248 0.284938 -0.878398 -0.41 0.13 -0.87
N -4.778437 0.015682 -1.577693 0.51 0.43 1.25
C -5.971503 -0.236345 -0.705723 0.99 -1.65 -0.02
C -5.190363 -0.890849 0.516511 0.11 0.57 -0.31
C -6.001463 -1.355925 1.770991 -0.11 -0.17 -0.49
C -7.431632 -0.692800 1.917642 0.57 -1.28 0.36
N -8.394511 -1.545830 1.163778 0.85 0.88 0.36
C -4.103592 0.251569 0.628814 0.50 0.34 -0.44
C -3.024433 0.214522 1.767496 -1.13 0.02 0.62
N -3.686218 0.706292 3.027589 0.44 0.59 -0.84
H 8.067863 -2.240940 2.801217 0.53 -0.78 0.10
H 8.284444 -4.015770 2.817050 0.71 0.47 0.02
H 9.583646 -2.863651 3.495103 -0.60 -0.50 -0.49
H 9.605695 -1.802136 0.984102 -0.33 -0.82 0.51
H 10.557676 -3.242411 1.387465 -0.82 0.38 -0.21
H 9.074501 -3.273088 -0.886078 -0.29 -0.13 0.89
H 9.386448 -4.707611 0.114974 -0.49 0.78 -0.09
H 7.000529 -4.503576 -0.697338 0.34 0.25 0.80
H 7.177385 -4.853685 1.037378 0.03 0.82 -0.42
H 6.277250 -2.663992 1.616058 0.06 0.27 -0.81
H 5.372633 -3.064213 0.113253 0.70 0.21 0.46
H 6.868486 -1.639863 -1.315733 0.05 0.04 0.75
H 7.809731 -1.085194 0.131601 -0.53 -0.71 -0.29
H 5.154984 -0.736008 1.042420 0.30 0.39 -0.84
H 6.275921 0.544870 0.516525 -0.48 -0.53 -0.57
H 5.481796 -0.158131 -2.011756 -0.49 0.25 0.47
H 4.122504 -0.970757 -1.166842 0.60 0.70 0.07
H 5.533096 1.970727 -2.384266 -0.67 0.26 0.42
H 4.161782 3.080948 -1.974852 0.28 -0.78 0.33
H 6.691602 2.477800 -0.297437 -0.90 0.32 0.07
H 6.021824 4.003587 -0.918548 -0.12 -0.89 0.25
H 3.849362 3.133072 0.810036 0.79 -0.04 -0.29
H 5.037135 4.447975 1.039390 -0.15 -0.90 -0.11
H 4.956769 3.029321 3.032286 0.28 -0.34 -0.81
H 5.350862 1.542988 2.139199 0.23 0.86 -0.14
H 7.144434 3.417049 3.440342 -0.16 -0.20 -0.91
H 7.398926 3.773617 1.697806 -0.16 -0.61 0.43
H 8.623681 1.702929 3.292301 -0.52 -0.07 -0.68
H 7.378309 0.766055 2.374994 0.42 0.68 0.18
H 8.433580 1.179124 0.270903 0.35 0.49 0.50
H 9.217020 2.717514 0.828952 -0.43 -0.68 0.10
H 11.103012 1.700959 1.583671 -0.47 -0.81 0.08
H 10.225853 0.261154 2.315921 0.13 0.62 -0.63
H 10.633565 0.275846 0.574546 -0.20 0.59 0.51
H 0.286392 2.333869 -2.140923 0.01 -0.75 0.25
H -0.207082 0.659102 -2.704933 0.25 0.95 0.50
H -0.925657 0.606413 0.000484 -0.51 0.92 -0.40
H -1.502948 2.293909 -0.528937 -0.03 -0.79 -0.03
H -2.567973 1.038148 -2.600642 -0.17 -0.46 0.68
H -1.966975 -0.507952 -1.891005 -0.46 0.72 0.25
H -4.813814 -0.029849 -2.596585 0.20 0.25 0.26
H -6.591139 -0.993007 -1.235189 -0.04 0.94 0.43
H -6.440042 0.737048 -0.434327 0.01 -0.84 -0.35
H -4.615746 -1.730506 0.053964 -0.70 0.20 0.57
H -5.378342 -1.279373 2.692902 -0.44 0.15 -0.68
H -6.196548 -2.450212 1.630699 0.11 0.94 0.18
H -7.700431 -0.784956 2.998074 0.15 0.54 -0.88
H -7.417999 0.362063 1.555408 -0.09 -0.49 0.64
H -8.348092 -1.235485 0.197705 -0.72 -0.29 0.09
H -9.332211 -1.440542 1.542427 0.09 0.11 -0.50
H -4.705377 1.189350 0.817393 0.69 -0.47 -0.38
H -2.684450 -0.825057 1.973559 0.05 0.70 -0.48
H -2.177010 0.918761 1.605516 -0.58 -0.94 -0.22
H -4.700105 0.699656 2.927294 0.20 -0.23 0.14
H -3.451352 1.701396 3.065151 -0.14 -0.32 0.41
C -13.374201 -4.274143 0.421910 0.03 -0.25 -0.21
C -12.751096 -4.137117 1.798882 -0.15 0.11 0.31
C -11.464382 -3.394455 1.487838 0.23 -0.08 -0.17
O -11.728147 -2.572583 0.343170 -0.04 -0.11 0.10
C -12.984045 -2.960737 -0.231710 -0.12 0.27 -0.01
H -14.451845 -4.434816 0.441262 0.04 0.03 0.00
H -12.913497 -5.109783 -0.112779 -0.05 0.03 0.00
H -13.392800 -3.523199 2.437328 0.04 -0.04 0.00
H -12.581416 -5.088924 2.301936 0.02 0.04 -0.03
H -10.657507 -4.086754 1.225278 0.02 -0.02 0.11
H -11.129214 -2.768083 2.318055 -0.01 0.03 -0.05
H -13.713655 -2.174824 -0.009926 -0.05 -0.05 -0.06
H -12.881110 -3.043254 -1.314860 0.09 0.06 0.04
C -5.146859 3.892434 -5.013827 -0.25 -0.16 -0.13
C -5.131421 4.199189 -3.526240 0.14 0.27 0.11
C -4.748265 2.856040 -2.934880 -0.08 -0.08 0.00
O -3.921062 2.195248 -3.900189 -0.21 -0.02 0.17
C -3.995249 2.911922 -5.146657 0.28 0.14 -0.29
H -5.028870 4.772366 -5.644667 0.03 -0.05 0.03
H -6.087562 3.403051 -5.282028 0.04 0.05 -0.03
H -4.356627 4.938944 -3.307077 -0.05 -0.04 0.03
H -6.079780 4.576861 -3.144842 0.04 -0.04 -0.01
H -5.631661 2.229131 -2.765495 -0.11 0.12 0.08
H -4.203270 2.953296 -1.991660 0.05 -0.05 -0.01
H -3.044352 3.433066 -5.292163 -0.04 -0.02 -0.03
H -4.133582 2.207164 -5.967098 0.04 -0.07 0.12